# 1
ORCA calculation (wB97M-V/def2-TZVPD) on a molecular structure, C17H35O3P3Pt.

Calculated values
- 2S+1 = 5
- F_max (eV/A) = 9.9
- energy above the lowest of the compared OMol25 structures with the same formula, charge and spin (kcal/mol) = 1.83
- ⟨S²⟩ = 6.01
- net charge = +4

Geometry (Å):
P: -1.0736 -3.5176 -0.1599
C: -1.4859 -4.1607 1.4684
H: -1.8391 -5.2077 1.2750
H: -2.2851 -3.4981 1.9090
H: -0.5559 -4.1362 2.1054
C: -2.3958 -2.7806 -1.0999
H: -2.0405 -2.3496 -2.0476
H: -2.8347 -1.9633 -0.5088
H: -3.1531 -3.5522 -1.2931
C: 0.1433 -4.3080 -1.2165
H: -0.3051 -5.2089 -1.6640
H: 1.0285 -4.5963 -0.6246
H: 0.4936 -3.6175 -2.0122
P: 3.2162 0.5264 0.4443
C: 3.2271 -0.1477 2.1780
H: 4.2242 0.0718 2.6385
H: 3.0435 -1.2458 2.1260
H: 2.4016 0.3550 2.7361
C: 4.3551 -0.3822 -0.6455
H: 4.2264 -0.0144 -1.6799
H: 4.0738 -1.4515 -0.5961
H: 5.3943 -0.2408 -0.3081
C: 3.5524 2.3177 0.4120
H: 4.6266 2.5046 0.5776
H: 2.9499 2.7997 1.2030
H: 3.2388 2.7030 -0.5760
P: -2.1512 2.5920 1.3148
C: -2.2584 2.6419 3.1158
H: -2.9765 3.4722 3.3432
H: -1.2339 2.8415 3.5395
H: -2.6472 1.6509 3.4735
C: -1.8093 4.0728 0.3640
H: -2.5923 4.8180 0.5671
H: -1.7596 3.8531 -0.7187
H: -0.8284 4.4846 0.6581
C: -3.2330 1.4378 0.4931
H: -4.2429 1.8686 0.4838
H: -3.2185 0.4770 1.0388
H: -2.8952 1.2471 -0.5389
Pt: 0.9548 0.4847 -1.2998
C: -0.1455 -1.9022 0.1207
O: 0.3516 -1.5763 1.2022
C: -0.5185 1.6866 0.8847
O: 0.3798 1.5723 1.6883
C: 0.6998 2.1372 -2.5640
C: -0.5845 1.5707 -2.3296
C: -0.8292 0.2230 -2.6415
C: 0.2463 -0.6292 -2.9800
C: 1.5380 -0.1015 -3.1885
C: 1.7590 1.2851 -2.9630
H: 0.9157 3.1139 -2.1637
H: -1.3968 2.1383 -1.8546
H: -1.8381 -0.2071 -2.4314
H: 0.0684 -1.7013 -2.9547
H: 2.3713 -0.7842 -3.1978
H: 2.7729 1.6274 -2.8243
O: -2.5085 -1.1052 2.2039
H: -3.0307 -1.2134 3.0168
H: -1.5861 -0.9756 2.5010

---

# 2
ORCA calculation (wB97M-V/def2-TZVPD) on 2 unconnected molecules or ions with the total composition C2H6N4O4.

Calculated values
- 2S+1 = 1
- F_max (eV/A) = 4.3
- energy above the lowest of the compared OMol25 structures with the same formula, charge and spin (kcal/mol) = 94.89
- net charge = 0

Geometry (Å):
C: 0.3192 -0.4363 0.8712
C: 0.4440 -0.3088 -0.6726
N: 0.0052 0.9694 -1.1203
N: -1.2981 1.2758 -1.0203
N: -1.5097 2.5010 -0.7762
N: -3.6739 4.2085 0.1648
O: -0.6254 3.3957 -0.7468
O: -3.1132 4.2411 1.1439
O: -2.7681 2.8788 -0.9025
O: -4.5667 4.5294 -0.4670
H: 0.5556 0.4459 1.3076
H: -0.7210 -0.5511 1.1490
H: 0.8046 -1.2446 1.1893
H: 1.4756 -0.6140 -1.0980
H: -0.0668 -1.1413 -1.0681
H: 0.6357 1.7887 -1.0670

---

# 3
ORCA calculation (wB97M-V/def2-TZVPD) on 11 unconnected molecules or ions with the total composition C24H45Br20IOP.

Calculated values
- 2S+1 = 1
- F_max (eV/A) = 0.5
- energy (Eh) = -53135.75241
- net charge = +1

Geometry (Å):
C: 5.2506 -2.4805 -0.4737
C: 4.7632 -1.3990 -0.6643
P: 3.9404 0.0811 -0.9580
C: 2.3135 -0.0577 -0.1800
C: 1.5297 -1.0976 -0.9528
O: 1.9823 -1.6759 -1.8924
I: -0.4339 -1.4700 -0.2560
H: 5.6334 -3.4638 -0.3110
H: 4.6162 1.1337 -0.3568
H: 3.8088 0.2341 -2.3383
H: 1.7782 0.8846 -0.1592
H: 2.4376 -0.4265 0.8402
Br: -3.8106 -5.4883 4.2928
C: -2.4684 -5.0402 2.9671
C: -2.4326 -3.5594 2.6935
Br: -3.9590 -2.9937 1.6270
H: -2.7017 -5.6140 2.0759
H: -1.5161 -5.3695 3.3768
H: -1.5450 -3.2995 2.1201
H: -2.4635 -2.9734 3.6081
Br: -9.6427 -2.4453 4.8210
C: -8.6886 -1.5934 3.3568
C: -7.2869 -2.1175 3.2007
Br: -6.1209 -1.4253 4.5888
H: -8.6994 -0.5275 3.5570
H: -9.2706 -1.8004 2.4612
H: -6.8650 -1.7700 2.2592
H: -7.2257 -3.2003 3.2514
Br: 2.3171 3.4803 -0.4582
C: 3.5597 4.9780 -0.3489
C: 4.9446 4.5326 0.0280
Br: 5.0831 4.0105 1.8942
H: 3.1210 5.6677 0.3646
H: 3.5603 5.4292 -1.3387
H: 5.6486 5.3485 -0.1173
H: 5.2664 3.6740 -0.5542
Br: 1.7905 5.3123 -3.9100
C: 2.0942 7.1078 -4.5992
C: 3.4655 7.6274 -4.2642
Br: 3.6193 8.1612 -2.3994
H: 1.3033 7.7296 -4.1932
H: 1.9803 7.0288 -5.6777
H: 3.6775 8.5236 -4.8421
H: 4.2396 6.8880 -4.4414
Br: -10.5281 1.7763 3.2766
C: -11.0646 1.3596 5.1003
C: -10.3926 2.2588 6.1047
Br: -8.5305 1.7790 6.3825
H: -10.8277 0.3118 5.2631
H: -12.1427 1.5010 5.1257
H: -10.8730 2.1548 7.0748
H: -10.4072 3.3004 5.8006
Br: 4.3189 -0.3389 -4.8286
C: 6.2622 -0.3227 -5.0121
C: 6.9392 -0.7161 -3.7270
Br: 6.8673 0.7206 -2.4063
H: 6.5362 0.6733 -5.3428
H: 6.4850 -1.0383 -5.7996
H: 7.9995 -0.9120 -3.8812
H: 6.4668 -1.5792 -3.2666
Br: -2.5570 1.4516 4.3999
C: -2.7597 0.2001 2.9295
C: -3.1832 0.8834 1.6545
Br: -5.0593 1.3596 1.6996
H: -3.4865 -0.5410 3.2480
H: -1.7829 -0.2654 2.8029
H: -3.0737 0.2058 0.8097
H: -2.6241 1.7954 1.4682
Br: 8.6623 -0.5320 -7.8834
C: 8.4440 -2.4547 -8.0865
C: 7.3141 -2.7822 -9.0239
Br: 5.5923 -2.4673 -8.1740
H: 8.2690 -2.8562 -7.0931
H: 9.3929 -2.8243 -8.4673
H: 7.3320 -3.8366 -9.2884
H: 7.3352 -2.1771 -9.9241
Br: 10.4376 1.7502 -2.7106
C: 11.3227 0.1535 -2.0418
C: 12.1814 -0.4992 -3.0920
Br: 11.0874 -1.4027 -4.4215
H: 10.5362 -0.5099 -1.6955
H: 11.9259 0.4753 -1.1963
H: 12.8117 -1.2646 -2.6461
H: 12.7961 0.2135 -3.6316
Br: -13.4062 -3.9412 4.4309
C: -13.8909 -4.2876 6.2793
C: -13.0608 -3.4860 7.2459
Br: -11.2581 -4.1888 7.4323
H: -13.7800 -5.3556 6.4356
H: -14.9389 -4.0111 6.3672
H: -13.4977 -3.5340 8.2408
H: -12.9591 -2.4494 6.9408

---

# 4
ORCA calculation (wB97M-V/def2-TZVPD) on C19H27N3O3S2 in the gas phase.

Calculated values
- 2S+1 = 1
- F_max (eV/A) = 19.9
- energy above the lowest of the compared OMol25 structures with the same formula, charge and spin (kcal/mol) = 469.58
- net charge = 0
- SMILES = CCCn1c(S[C@H](C)C(=O)NC[C@H]2CCCO2)nc2sc(CC)cc2c1=O

Geometry (Å):
C: 1.8345 3.4410 -3.5516
C: 0.4990 4.0392 -2.8215
C: -0.5657 2.9161 -2.4062
N: 0.0316 2.2135 -1.3880
C: 0.4330 1.1442 -1.5957
S: 0.5322 0.2622 -3.4932
C: 0.7146 -1.5413 -3.0170
C: 0.7294 -2.3100 -4.3149
C: -0.2560 -1.8367 -2.0049
O: -1.4694 -1.5469 -2.0305
N: -0.0262 -2.7935 -1.0507
C: -0.8260 -3.3396 -0.0069
C: -0.7900 -2.7517 1.2719
C: -1.3079 -1.3468 1.3268
C: -2.7557 -1.7269 1.9726
C: -2.4626 -2.7111 2.7983
O: -1.4063 -3.3554 2.2282
N: 1.1698 0.2657 -0.8421
C: 1.3671 0.7489 0.4025
S: 1.8517 -0.3535 1.5587
C: 1.4553 1.0759 2.8984
C: 1.6332 0.8855 4.1536
C: 0.6721 0.0846 5.0454
C: 0.7366 2.1220 2.1678
C: 0.5366 1.9100 0.8039
C: 0.1614 2.6915 -0.1983
O: -0.4847 3.9093 0.0233
H: 2.2367 2.8462 -2.8786
H: 2.2942 4.1633 -3.8077
H: 1.5938 2.8739 -4.3431
H: 0.0705 4.7567 -3.8242
H: 0.7444 4.6843 -2.1003
H: -0.7491 2.4697 -3.1377
H: -1.4857 3.5163 -2.0851
H: 1.6122 -1.6420 -2.5763
H: 0.4951 -3.3521 -4.1103
H: 1.2463 -1.9486 -4.9189
H: -0.3903 -2.0147 -4.5183
H: 0.9371 -2.7437 -0.8590
H: -1.8244 -3.1106 -0.3611
H: -0.5341 -4.2648 0.1572
H: 0.1268 -2.3659 1.6254
H: -1.0984 -0.5592 1.9933
H: -1.5347 -0.8790 0.1839
H: -3.2864 -2.1759 0.8948
H: -3.4182 -0.8616 2.4672
H: -2.2279 -2.2260 3.8801
H: -3.2911 -3.5921 3.1407
H: 1.7780 1.9399 4.9017
H: 2.8463 0.5097 4.4176
H: -0.2711 0.2181 4.7950
H: 0.8338 -0.1566 5.9856
H: 0.9121 -1.0345 4.3928
H: 0.3764 2.8528 2.7553

---

# 5
ORCA calculation (wB97M-V/def2-TZVPD) on a molecular structure, C6H7HgO6.

Calculated values
- 2S+1 = 2
- F_max (eV/A) = 4.1
- energy above the lowest of the compared OMol25 structures with the same formula, charge and spin (kcal/mol) = 39.99
- ⟨S²⟩ = 0.75
- net charge = 0

Geometry (Å):
Hg: -2.7428 0.4791 0.0734
O: -1.5993 1.9523 -0.5755
O: 0.5273 1.9655 -1.1128
O: -0.9634 2.3457 -2.7063
C: -0.7657 2.0239 -1.5456
C: 0.7120 2.1085 0.2838
C: 0.1730 0.9847 1.1362
H: 1.7963 2.1636 0.4331
H: 0.1817 3.0039 0.6399
H: 0.6036 1.1032 2.1379
O: -1.0629 0.0157 1.4831
O: -0.3093 -0.7611 -0.5680
C: 0.2167 -2.0582 -0.8553
C: 0.5853 -2.5869 0.5254
O: 0.8412 -1.3835 1.2509
C: 0.0237 -0.4205 0.7336
H: -0.5606 -2.6475 -1.3530
H: 1.0952 -1.9532 -1.5075
H: 1.4924 -3.1985 0.5344
H: -0.2445 -3.1368 0.9921

---

# 6
ORCA calculation (wB97M-V/def2-TZVPD) on a molecular structure, C38H45N7S2Zn.

Calculated values
- 2S+1 = 1
- F_max (eV/A) = 0.3
- energy above the lowest of the compared OMol25 structures with the same formula, charge and spin (kcal/mol) = 0.00
- net charge = 0

Geometry (Å):
Zn: 0.6041 -0.5251 0.0765
C: -2.2429 1.6697 0.9085
C: -2.6236 1.5549 -0.5711
C: -1.6137 0.8212 -1.4625
N: -1.1649 -0.4525 -0.9348
C: -1.8447 -1.5555 -1.1260
C: -3.0938 -1.5608 -1.8022
C: -3.9565 -2.5693 -2.2020
C: -3.8944 -3.9386 -2.0120
C: -2.8636 -4.5860 -1.3375
C: -1.7220 -4.1022 -0.7323
C: -1.1679 -2.7914 -0.5812
N: -0.0409 -2.5741 0.0309
C: 0.6824 -3.6732 0.6526
C: 1.6274 -3.2723 1.7849
C: 2.6561 -2.2028 1.4254
N: 2.0667 -0.8815 1.4371
C: 2.0316 -0.1407 2.5158
C: 2.5115 -0.6027 3.7693
C: 2.7070 0.0332 4.9785
C: 2.5067 1.3550 5.3438
C: 1.9722 2.3320 4.5214
C: 1.4757 2.2646 3.2322
C: 1.3809 1.2020 2.2972
N: 0.7864 1.3192 1.1310
C: 0.1774 2.5769 0.7371
C: -1.2430 2.7694 1.2724
H: -3.1614 1.8692 1.4695
H: -1.8707 0.7087 1.2715
H: -3.5797 1.0296 -0.6396
H: -2.7972 2.5530 -0.9912
H: -2.0312 0.7123 -2.4713
H: -0.7275 1.4419 -1.5797
H: -3.4392 -0.5783 -2.0891
H: -4.8273 -2.2113 -2.7442
H: -4.6921 -4.5462 -2.4179
H: -2.9575 -5.6667 -1.2811
H: -1.0978 -4.8952 -0.3462
H: -0.0008 -4.4126 1.0850
H: 1.2612 -4.1930 -0.1243
H: 1.0405 -2.9302 2.6380
H: 2.1411 -4.1891 2.0923
H: 3.5286 -2.2652 2.0841
H: 3.0241 -2.3885 0.4091
H: 2.7668 -1.6538 3.7836
H: 3.0917 -0.6136 5.7616
H: 2.7728 1.6416 6.3530
H: 1.8916 3.3182 4.9700
H: 1.0566 3.2007 2.8907
H: 0.7920 3.4338 1.0336
H: 0.1641 2.6144 -0.3529
H: -1.1916 2.8327 2.3639
H: -1.6215 3.7357 0.9180
N: 2.0313 0.0559 -1.4259
S: 1.8787 0.6579 -2.8723
C: 3.5018 0.6410 -3.6497
C: 4.4978 -0.1323 -3.0822
C: 5.7440 -0.1870 -3.6962
C: 5.9754 0.5168 -4.8674
C: 4.9613 1.2814 -5.4346
C: 3.7186 1.3452 -4.8285
C: 1.6731 2.4372 -2.7688
C: 2.5813 3.2064 -2.0530
C: 2.3334 4.5554 -1.8770
C: 1.1865 5.1288 -2.4194
C: 0.2892 4.3562 -3.1400
C: 0.5299 2.9980 -3.3143
H: 2.7146 0.5552 -0.8569
H: 4.2904 -0.6860 -2.1749
H: 6.5305 -0.7853 -3.2557
H: 6.9458 0.4708 -5.3437
H: 5.1417 1.8308 -6.3491
H: 2.9297 1.9502 -5.2599
H: 3.4683 2.7495 -1.6286
H: 3.0291 5.1631 -1.3136
H: 0.9938 6.1837 -2.2746
H: -0.6027 4.8032 -3.5587
H: -0.1727 2.3755 -3.8555
S: -1.0949 -1.3143 3.4258
C: -2.6844 -1.4972 2.9142
N: -3.0522 -2.4733 2.0718
C: -4.3867 -2.6251 1.5126
C: -5.0440 -1.2601 1.4336
C: -5.0080 -0.6119 2.8067
N: -3.6486 -0.6469 3.3247
H: -2.3143 -3.0771 1.7456
H: -4.9900 -3.3001 2.1292
H: -4.2855 -3.0694 0.5238
H: -6.0755 -1.3559 1.0938
H: -4.4988 -0.6430 0.7148
H: -5.6933 -1.1312 3.4845
H: -5.3273 0.4298 2.7513
H: -3.3179 0.0864 3.9285

---

# 7
ORCA calculation (wB97M-V/def2-TZVPD) on a molecular structure, CH8N3O.

Calculated values
- 2S+1 = 2
- F_max (eV/A) = 3.7
- energy above the lowest of the compared OMol25 structures with the same formula, charge and spin (kcal/mol) = 30.49
- ⟨S²⟩ = 0.77
- net charge = +2

Geometry (Å):
N: -0.3545 -1.5498 1.2524
H: -1.3159 -1.8844 1.1401
H: -0.3252 -0.9448 2.0484
H: 0.2730 -2.3544 1.4300
H: 0.0490 -0.9207 0.2009
N: 0.3531 -0.2805 -0.8042
C: -0.3234 0.9620 -0.6447
N: 0.4767 2.0221 -0.3587
O: -1.5369 1.0284 -0.7026
H: -0.0551 -0.7930 -1.5852
H: 1.3618 -0.2003 -0.8157
H: 1.3720 1.9995 -0.7329
H: 0.0254 2.9160 -0.4279

---

# 8
ORCA calculation (wB97M-V/def2-TZVPD) on a molecular structure, C23H35BrN2O4ReSe.

Calculated values
- 2S+1 = 4
- F_max (eV/A) = 0.4
- energy above the lowest of the compared OMol25 structures with the same formula, charge and spin (kcal/mol) = 25.93
- ⟨S²⟩ = 3.78
- net charge = +2

Geometry (Å):
Re: -0.1392 -0.0084 -0.0378
C: 1.0988 -0.1427 2.9250
O: 1.2253 -0.5510 1.5350
C: 1.5968 -1.9442 1.3341
C: 0.3689 -2.7396 1.0046
O: -0.1575 -2.0989 -0.2008
C: -1.4209 -2.5845 -0.7436
C: -1.7406 -1.6627 -1.8831
O: -1.7520 -0.2868 -1.4009
C: -3.0547 0.3554 -1.3610
H: 2.0388 -0.3471 3.4310
H: 0.2790 -0.6748 3.4033
H: 0.9014 0.9224 2.9207
H: 2.0913 -2.3361 2.2196
H: 2.2879 -1.9520 0.4980
H: -0.3888 -2.6807 1.7824
H: 0.6155 -3.7788 0.7947
H: -2.1742 -2.5456 0.0410
H: -1.3009 -3.6043 -1.0999
H: -2.7060 -1.9196 -2.3150
H: -0.9812 -1.7125 -2.6541
H: -3.4137 0.4746 -2.3791
H: -2.9188 1.3196 -0.8868
H: -3.7420 -0.2509 -0.7757
Br: 5.4487 0.4070 -3.7744
C: 3.8860 0.2746 -2.7469
C: 3.0046 -0.7711 -2.9694
C: 1.8424 -0.8580 -2.2117
C: 1.5425 0.0938 -1.2292
C: 2.4603 1.1257 -1.0154
C: 3.6262 1.2195 -1.7686
H: 3.2246 -1.5128 -3.7279
H: 1.1765 -1.6921 -2.4008
H: 2.2879 1.8665 -0.2412
H: 4.3321 2.0235 -1.5928
C: -0.7938 2.5050 -2.7109
N: -0.3070 3.4285 -1.6890
C: -0.1435 3.1942 -0.3872
N: 0.1201 4.2453 0.4069
O: -0.2351 2.0645 0.1890
H: -0.3709 2.8035 -3.6656
H: -1.8819 2.5287 -2.7860
H: -0.4599 1.5002 -2.5091
H: -0.2142 4.3892 -1.9754
H: 0.2217 5.1825 0.0607
H: 0.3012 4.0714 1.3789
C: -7.1937 -0.3971 5.5566
C: -5.9787 -0.3621 4.6789
C: -5.4018 0.8558 4.2979
C: -4.2894 0.9158 3.4920
C: -3.7191 2.2598 3.1276
C: -3.7198 -0.3203 3.0388
Se: -2.2242 -0.2500 1.9643
C: -4.2867 -1.5774 3.4230
C: -3.7450 -2.9224 3.0093
C: -5.4015 -1.5548 4.2310
H: -7.5370 0.6010 5.8176
H: -6.9809 -0.9439 6.4779
H: -8.0085 -0.9264 5.0567
H: -5.8464 1.7814 4.6506
H: -4.3197 3.0541 3.5690
H: -3.6984 2.4026 2.0464
H: -2.6941 2.3628 3.4875
H: -2.8605 -2.8409 2.3857
H: -4.5067 -3.4835 2.4631
H: -3.4867 -3.5094 3.8936
H: -5.8467 -2.4990 4.5327

---

# 9
ORCA calculation (wB97M-V/def2-TZVPD) on a molecular structure, C4H9BrO2S.

Calculated values
- 2S+1 = 1
- F_max (eV/A) = 4.3
- energy above the lowest of the compared OMol25 structures with the same formula, charge and spin (kcal/mol) = 88.54
- net charge = 0

Geometry (Å):
C: 0.9758 0.0931 2.2998
C: -0.3576 -0.2028 -2.8256
C: -0.3892 -0.2626 2.1009
C: -0.5917 0.7985 -0.2336
O: -0.7682 -1.7721 -0.6814
O: 1.4595 -0.6648 -0.8870
S: 0.0170 -0.6317 -1.1707
Br: 0.5408 2.1481 -0.1872
H: 1.6666 -0.3210 1.4819
H: 0.8535 1.2257 2.3885
H: 1.3945 -0.2450 3.2165
H: -0.3211 -1.0641 -3.4658
H: -1.4227 0.1776 -2.8608
H: 0.3644 0.5678 -3.1710
H: -0.5791 -1.2343 1.5244
H: -1.1815 0.3762 2.4850
H: -1.6609 1.0112 -0.0140

---

# 10
ORCA calculation (wB97M-V/def2-TZVPD) on a gas-phase ion, C21H26NO2 (charge +1).

Calculated values
- 2S+1 = 1
- F_max (eV/A) = 2.7
- energy above the lowest of the compared OMol25 structures with the same formula, charge and spin (kcal/mol) = 25.91
- net charge = +1
- SMILES = C[N+]1(C)CCC[C@@H](COC(=O)c2ccccc2-c2ccccc2)C1

Geometry (Å):
C: -0.8147 2.1858 -4.1341
N: -1.1588 0.9863 -3.3578
C: -0.9750 -0.1458 -4.2917
C: -2.5521 0.9722 -2.8525
C: -2.8228 2.0461 -1.7988
C: -1.8959 1.8143 -0.6182
C: -0.4074 1.7130 -1.0636
C: 0.5613 1.2840 0.0859
O: 0.3250 -0.1013 0.4826
C: 1.3142 -0.9899 0.1735
O: 1.9947 -0.8963 -0.8570
C: 1.5139 -2.1760 1.0550
C: 1.8609 -3.4310 0.4890
C: 1.7782 -4.5968 1.2089
C: 1.4783 -4.5493 2.5952
C: 1.2752 -3.3173 3.2285
C: 1.2498 -2.1453 2.4507
C: 1.0783 -0.9012 3.1688
C: -0.0258 -0.6408 3.9929
C: -0.1565 0.6022 4.6154
C: 0.8491 1.5672 4.5206
C: 1.9570 1.3342 3.6990
C: 2.0586 0.1290 3.0432
C: -0.2165 0.7590 -2.2399
H: 0.2446 2.2393 -4.4045
H: -1.0493 3.0824 -3.5543
H: -1.3994 2.1885 -5.0280
H: -0.8670 -1.0897 -3.7498
H: -0.1321 0.0375 -4.9485
H: -1.8424 -0.2734 -4.9443
H: -3.2173 1.1111 -3.7389
H: -2.8385 -0.0087 -2.4694
H: -3.8819 1.9437 -1.4539
H: -2.6968 3.0458 -2.2524
H: -2.0166 2.6220 0.1481
H: -2.1595 0.8427 -0.1135
H: -0.1015 2.7226 -1.4013
H: 1.5971 1.4631 -0.1991
H: 0.3999 1.8794 0.9727
H: 2.1618 -3.4829 -0.5442
H: 1.9684 -5.5328 0.7288
H: 1.4489 -5.4997 3.1580
H: 1.0467 -3.3131 4.3206
H: -0.7885 -1.4347 4.0844
H: -1.0094 0.8333 5.2106
H: 0.7549 2.5099 5.1024
H: 2.7103 2.1062 3.5597
H: 2.9109 -0.0739 2.3996
H: 0.8150 0.8381 -2.6021
H: -0.3273 -0.2589 -1.8760